Formula: C20H21BN3O5P
Source: the Open Molecules 2025 dataset
Level of theory: the ωB97M-V functional and the def2-TZVPD basis

Each line ends with the Mulliken charge.
Element x y z (Å)
N 3.518 1.489 -0.256  -0.943
P 2.476 2.530 -0.809  1.319
O 2.716 4.009 -0.084  -0.606
O 2.567 2.735 -2.457  -0.568
C 0.689 2.036 -0.471  0.479
C 0.267 0.631 -0.039  -0.654
C -1.168 0.359 0.154  -0.791
C -2.175 1.428 -0.070  0.345
B -3.733 1.072 0.109  0.463
N -4.287 0.001 -0.774  -0.773
O -4.493 1.774 1.050  -0.502
C -1.779 2.775 -0.446  -0.340
C -0.341 3.043 -0.635  0.527
C -0.271 4.553 -1.022  0.047
O 0.606 5.228 -1.462  -0.462
N -1.584 5.102 -0.691  -0.293
C -2.610 4.066 -0.700  0.241
O -3.772 4.234 -0.904  -0.492
H 3.007 0.735 0.211  0.182
H 3.622 3.924 0.285  0.351
H 3.351 2.267 -2.798  0.335
H 1.014 -0.182 0.126  0.330
H -1.546 -0.641 0.460  0.700
H -3.483 -0.410 -1.271  0.256
H -4.780 0.517 -1.518  0.304
H -5.386 1.879 0.667  0.307
H -1.525 5.578 0.218  0.329
C 3.918 -1.892 3.363  -0.429
C 3.635 -0.619 2.886  -0.383
C 2.400 -0.037 3.123  -0.333
C 1.433 -0.733 3.840  -0.425
C 1.708 -2.012 4.313  -0.452
C 2.951 -2.591 4.077  -0.382
H 4.888 -2.339 3.179  0.374
H 4.386 -0.074 2.325  0.410
H 2.184 0.958 2.749  0.460
H 0.467 -0.280 4.029  0.414
H 0.953 -2.558 4.868  0.378
H 3.165 -3.587 4.447  0.376
C -1.712 -3.426 -3.703  -0.492
C -1.477 -4.756 -3.376  -0.424
C -0.851 -5.078 -2.178  -0.385
C -0.457 -4.069 -1.307  -0.566
C -0.684 -2.739 -1.638  0.119
C -1.313 -2.417 -2.835  -0.317
H -2.205 -3.176 -4.635  0.364
H -1.782 -5.543 -4.056  0.358
H -0.671 -6.116 -1.922  0.360
H 0.028 -4.320 -0.371  0.394
H -0.372 -1.953 -0.963  0.052
H -1.491 -1.379 -3.092  0.436

## Properties
Net charge ... 0
Kohn-Sham gap ... 8.604 eV
HOMO energy ... -9.412 eV